1.
A structure of composition C14H31AuN3SSi2Te. Source: OMol25; level of theory: the ωB97M-V functional and the def2-TZVPD basis.

Summary:
Charge: +1
Energy above the lowest of the compared OMol25 structures with the same formula, charge and spin (kcal per mole): 18.4
Kohn-Sham gap (eV): 8.1
HOMO energy (eV): -10.2

Each line ends with the natural charge from an NBO analysis.
Geometry (Å):
Au1 1.234 1.320 -1.676  0.436
C1 5.380 3.174 -2.542  -0.733
C2 4.029 2.655 -2.426  0.489
N1 2.965 2.249 -2.333  -0.479
H1 5.363 4.258 -2.454  0.279
H2 5.797 2.894 -3.508  0.279
H3 5.992 2.752 -1.746  0.281
C3 -1.836 3.619 -2.218  -1.121
Si1 -3.089 2.322 -1.733  1.635
C4 -4.618 2.419 -2.791  -1.113
C5 -3.517 2.474 0.078  -1.125
C6 -2.306 0.620 -2.037  -1.151
Te1 -0.765 0.141 -0.650  0.759
C7 -0.472 -1.857 -1.357  -1.133
Si2 -1.109 -3.152 -0.135  1.635
C8 -0.974 -4.823 -0.950  -1.114
C9 -0.028 -3.071 1.386  -1.120
C10 -2.886 -2.745 0.273  -1.126
H4 -2.230 4.622 -2.041  0.251
H5 -1.578 3.544 -3.277  0.243
H6 -0.914 3.522 -1.639  0.233
H7 -5.096 3.396 -2.695  0.250
H8 -5.349 1.662 -2.499  0.245
H9 -4.380 2.268 -3.846  0.245
H10 -4.021 3.426 0.260  0.253
H11 -2.631 2.447 0.717  0.238
H12 -4.191 1.678 0.402  0.244
H13 -1.876 0.558 -3.037  0.252
H14 -3.050 -0.173 -1.928  0.249
H15 0.589 -1.979 -1.573  0.260
H16 -1.013 -1.892 -2.305  0.251
H17 0.057 -5.045 -1.234  0.243
H18 -1.588 -4.873 -1.851  0.245
H19 -1.311 -5.612 -0.276  0.250
H20 0.990 -3.366 1.122  0.230
H21 -0.389 -3.758 2.154  0.249
H22 0.007 -2.068 1.817  0.245
H23 -3.517 -2.787 -0.617  0.242
H24 -2.991 -1.754 0.722  0.236
H25 -3.284 -3.466 0.990  0.255
C11 2.446 1.264 4.191  -0.402
N2 2.864 -0.072 3.809  -0.350
C12 3.293 -1.072 4.668  -0.070
C13 3.585 -2.149 3.916  -0.078
N3 3.331 -1.789 2.606  -0.522
C14 2.884 -0.514 2.530  0.267
S1 2.442 0.355 1.153  -0.418
H26 2.506 1.348 5.273  0.217
H27 1.424 1.440 3.862  0.227
H28 3.094 2.004 3.726  0.227
H29 3.353 -0.922 5.731  0.239
H30 3.948 -3.122 4.192  0.241
H31 3.433 -2.367 1.791  0.435

***

2.
The ion C14H31BFS with charge -1. Source: OMol25; level of theory: the ωB97M-V functional and the def2-TZVPD basis.

Summary:
Charge: -1
Kohn-Sham gap (eV): 6.8
HOMO energy (eV): -4.0

Each line ends with the natural charge from an NBO analysis.
Geometry (Å):
C1 5.267 -0.752 0.589  -0.611
C2 5.131 0.750 0.838  -0.389
C3 3.805 1.385 0.406  -0.400
C4 3.411 1.151 -1.064  -0.399
C5 2.613 -0.122 -1.434  -0.394
C6 1.669 -0.682 -0.370  -0.397
C7 0.581 -1.581 -0.941  -0.395
C8 -0.482 -2.004 0.084  -0.398
C9 -1.923 -1.778 -0.376  -0.392
C10 -2.951 -2.027 0.738  -0.397
C11 -3.513 -0.750 1.387  -0.637
B1 -4.550 0.225 0.541  -0.011
S1 -4.932 -0.609 -1.206  -0.398
C12 -4.036 1.751 0.280  0.019
F1 -3.851 2.416 1.557  -0.440
C13 -2.771 2.025 -0.541  -0.452
C14 -1.450 1.893 0.236  -0.617
H1 4.552 -1.320 1.188  0.204
H2 5.082 -1.005 -0.457  0.202
H3 6.270 -1.102 0.843  0.202
H4 5.285 0.938 1.906  0.195
H5 5.951 1.265 0.319  0.184
H6 2.999 1.068 1.073  0.206
H7 3.901 2.465 0.556  0.202
H8 4.333 1.185 -1.658  0.191
H9 2.817 2.010 -1.393  0.206
H10 2.006 0.110 -2.316  0.202
H11 3.299 -0.915 -1.756  0.186
H12 1.196 0.145 0.171  0.202
H13 2.237 -1.239 0.385  0.189
H14 0.090 -1.063 -1.775  0.198
H15 1.057 -2.468 -1.382  0.188
H16 -0.368 -3.063 0.345  0.188
H17 -0.328 -1.451 1.021  0.193
H18 -2.030 -0.749 -0.735  0.209
H19 -2.122 -2.410 -1.250  0.193
H20 -3.788 -2.613 0.341  0.203
H21 -2.476 -2.659 1.503  0.172
H22 -2.655 -0.159 1.748  0.187
H23 -4.043 -1.058 2.297  0.201
H24 -5.613 0.325 1.142  -0.060
H25 -5.866 0.261 -1.618  0.113
H26 -4.854 2.326 -0.178  0.147
H27 -2.824 3.017 -1.004  0.178
H28 -2.794 1.302 -1.365  0.222
H29 -1.638 1.813 1.309  0.224
H30 -0.898 1.002 -0.070  0.190
H31 -0.794 2.754 0.084  0.189

***

3.
A cluster of 3 separate species, C14H31ClF3NO3 in total in a non-equilibrium geometry. Source: OMol25; level of theory: the ωB97M-V functional and the def2-TZVPD basis.

Summary:
Charge: 0
Kohn-Sham gap (eV): 10.3
HOMO energy (eV): -9.5
SMILES string: CCCOC[C@@H](NCl)C(F)(F)F.CCOCC.CCOCC

Each line ends with the natural charge from an NBO analysis.
Geometry (Å):
C1 5.590 2.936 2.531  -0.604
C2 5.015 4.007 1.597  -0.421
C3 3.943 3.478 0.693  -0.055
O1 2.662 3.496 1.334  -0.561
C4 1.619 3.635 0.391  -0.076
C5 0.315 3.180 0.996  -0.181
N1 0.411 1.933 1.723  -0.590
Cl1 0.166 0.578 0.692  0.088
C6 -0.355 4.267 1.836  0.968
F1 -1.228 3.776 2.666  -0.307
F2 -1.028 5.069 1.031  -0.330
F3 0.482 4.988 2.513  -0.310
H1 5.967 3.384 3.436  0.213
H2 4.838 2.186 2.735  0.203
H3 6.400 2.429 2.034  0.203
H4 4.716 4.890 2.144  0.216
H5 5.829 4.309 0.951  0.203
H6 3.892 4.090 -0.199  0.172
H7 4.178 2.451 0.431  0.171
H8 1.555 4.676 0.079  0.188
H9 1.813 3.006 -0.470  0.183
H10 -0.365 3.020 0.178  0.234
H11 1.302 1.835 2.196  0.392
C7 -4.940 -2.141 -1.096  -0.644
C8 -3.544 -1.544 -1.142  -0.064
O2 -3.411 -0.456 -2.037  -0.536
C9 -4.230 0.672 -1.784  -0.063
C10 -4.001 1.305 -0.422  -0.644
H12 -5.251 -2.461 -2.092  0.212
H13 -4.958 -3.005 -0.430  0.215
H14 -5.679 -1.426 -0.732  0.204
H15 -2.841 -2.300 -1.494  0.183
H16 -3.214 -1.255 -0.137  0.161
H17 -5.287 0.416 -1.918  0.158
H18 -3.984 1.393 -2.564  0.187
H19 -4.250 0.625 0.393  0.205
H20 -4.617 2.197 -0.310  0.216
H21 -2.953 1.587 -0.309  0.210
C11 -0.402 -6.447 -1.072  -0.644
C12 1.007 -5.879 -1.117  -0.063
O3 1.159 -4.784 -2.000  -0.534
C13 0.363 -3.645 -1.727  -0.064
C14 0.614 -3.029 -0.361  -0.643
H22 -0.724 -6.747 -2.070  0.212
H23 -0.436 -7.318 -0.417  0.215
H24 -1.124 -5.720 -0.696  0.202
H25 1.691 -6.646 -1.481  0.187
H26 1.347 -5.610 -0.111  0.158
H27 -0.699 -3.882 -1.855  0.156
H28 0.614 -2.919 -2.500  0.190
H29 0.358 -3.711 0.451  0.203
H30 0.009 -2.130 -0.239  0.213
H31 1.665 -2.759 -0.249  0.213

***

4.
A structure of composition C14H31HfN7O. Source: OMol25; level of theory: the ωB97M-V functional and the def2-TZVPD basis.

Summary:
Charge: +4
Energy above the lowest of the compared OMol25 structures with the same formula, charge and spin (kcal per mole): 0.0
Kohn-Sham gap (eV): 8.8
HOMO energy (eV): -22.5

Each line ends with the natural charge from an NBO analysis.
Geometry (Å):
Hf1 -0.172 0.357 0.268  2.654
C1 -0.553 0.351 -2.940  -0.470
C2 0.961 0.318 -2.738  -0.228
N1 1.425 0.530 -1.296  -0.812
C3 2.213 1.816 -1.130  -0.240
C4 2.356 2.103 0.348  -0.248
N2 0.977 2.223 0.948  -0.785
C5 0.346 3.570 0.636  -0.240
C6 -0.803 3.455 -0.353  -0.439
C7 -2.113 2.961 0.227  -0.235
N3 -2.009 1.556 0.803  -0.792
C8 -3.250 0.749 0.493  -0.242
C9 -3.095 0.196 -0.906  -0.245
N4 -1.812 -0.595 -0.956  -0.792
C10 -1.349 -0.831 -2.380  -0.235
H1 -0.713 0.383 -4.020  0.317
H2 -0.981 1.301 -2.591  0.220
H3 1.425 1.093 -3.346  0.265
H4 1.364 -0.635 -3.081  0.245
H5 2.106 -0.211 -1.114  0.433
H6 1.671 2.609 -1.646  0.236
H7 3.184 1.713 -1.615  0.280
H8 2.918 3.022 0.521  0.285
H9 2.892 1.298 0.861  0.238
H10 1.103 2.189 1.962  0.446
H11 1.124 4.223 0.242  0.256
H12 0.010 4.013 1.575  0.259
H13 -0.498 2.815 -1.201  0.188
H14 -0.981 4.432 -0.808  0.315
H15 -2.880 2.946 -0.545  0.246
H16 -2.468 3.625 1.016  0.265
H17 -1.994 1.665 1.821  0.446
H18 -4.133 1.384 0.576  0.282
H19 -3.346 -0.045 1.237  0.246
H20 -3.024 0.993 -1.647  0.232
H21 -3.936 -0.438 -1.188  0.281
H22 -2.038 -1.516 -0.570  0.437
H23 -2.233 -1.012 -2.991  0.272
H24 -0.758 -1.748 -2.392  0.233
C11 1.822 -5.012 2.655  -0.438
N5 1.329 -3.709 2.151  -0.308
C12 0.737 -2.679 2.995  -0.319
C13 0.442 -1.668 1.952  0.674
O1 -0.105 -0.484 2.093  -0.799
N6 0.778 -2.025 0.745  -0.628
C14 1.327 -3.329 0.891  0.659
N7 1.761 -4.034 -0.125  -0.711
H25 1.878 -4.955 3.738  0.272
H26 2.827 -5.189 2.272  0.250
H27 1.138 -5.807 2.361  0.257
H28 1.434 -2.298 3.750  0.307
H29 -0.171 -3.018 3.506  0.308
H30 1.741 -3.683 -1.069  0.440
H31 2.131 -4.968 0.006  0.464

***

no.,lowest unoccupied orbital energy (eV)
1,-2.1
2,2.8
3,0.7
4,-13.6